Computed, not measured: C26H36HfN4OS as an isolated structure in a non-equilibrium geometry, with ωB97M-V/def2-TZVPD.

Calculated values
**Maximum force**: 1.55 eV/A
**Energy above the lowest of the compared OMol25 structures with the same formula, charge and spin**: 0.687 eV
**E_LUMO**: -5.63 eV
**2S+1**: 1
**Total charge**: +2
**HOMO-LUMO gap**: 7.55 eV

Positions of all 69 atoms, in Å:
Hf1 -0.31180 -0.13287 0.16169
C1 -2.16316 1.83122 1.48305
C2 -3.34409 1.67392 0.52620
C3 -3.02468 1.21655 -0.89806
N1 -2.14214 0.03941 -0.89319
C4 -2.33890 -0.93853 -1.83189
C5 -3.07732 -0.69841 -2.99079
C6 -3.51887 -1.54204 -4.00271
C7 -3.40883 -2.91343 -4.11255
C8 -2.72587 -3.73734 -3.23656
C9 -1.93530 -3.41057 -2.14463
C10 -1.62576 -2.18577 -1.55324
N2 -0.72059 -2.07242 -0.54162
C11 0.27683 -3.12374 -0.25749
C12 1.58803 -2.84667 -0.99600
C13 2.36533 -1.67335 -0.40428
N3 1.67281 -0.37237 -0.48842
C14 2.01641 0.55836 -1.42533
C15 2.82589 0.24408 -2.51712
C16 3.40835 1.03461 -3.49657
C17 3.41794 2.41057 -3.62234
C18 2.74624 3.29649 -2.80278
C19 1.84499 3.05466 -1.77167
C20 1.37502 1.86547 -1.21422
N4 0.35418 1.84399 -0.30561
C21 -0.37250 3.09014 -0.01410
C22 -1.21251 3.01219 1.26191
H1 -1.62577 0.86840 1.54068
H2 -2.54108 1.89491 2.50544
H3 -3.87796 2.62600 0.47588
H4 -4.04016 0.95405 0.96081
H5 -2.58688 2.02408 -1.49108
H6 -3.97184 0.96254 -1.37353
H7 -3.35314 0.33768 -3.13486
H8 -4.06176 -1.04412 -4.79820
H9 -3.89880 -3.38514 -4.95438
H10 -2.77655 -4.79853 -3.45214
H11 -1.46774 -4.26675 -1.68089
H12 -0.09301 -4.11481 -0.50207
H13 0.46257 -3.13269 0.82026
H14 1.36514 -2.66299 -2.05161
H15 2.21968 -3.73593 -0.95045
H16 3.35579 -1.59674 -0.85093
H17 2.52485 -1.87686 0.65854
H18 3.03937 -0.81215 -2.61885
H19 3.97036 0.48305 -4.24165
H20 4.00573 2.82941 -4.42852
H21 2.90127 4.34725 -3.01995
H22 1.40214 3.95403 -1.37073
H23 -0.97812 3.37570 -0.87840
H24 0.33191 3.90556 0.15076
H25 -1.81530 3.92202 1.30810
H26 -0.53522 3.06734 2.11727
C23 0.13868 0.79169 5.92012
C24 -0.01896 -0.23478 4.80152
S1 0.65464 0.42489 3.29244
O1 0.12532 -0.55073 2.17722
C25 2.38908 0.04225 3.41296
C26 2.74590 -1.41356 3.67374
H27 -0.22270 0.35408 6.84898
H28 -0.43735 1.69451 5.72154
H29 1.18220 1.06881 6.07927
H30 -1.06028 -0.44103 4.54789
H31 0.47429 -1.18360 5.00964
H32 2.74304 0.72103 4.19505
H33 2.78037 0.41627 2.46381
H34 2.67670 -1.66880 4.72942
H35 3.78117 -1.56849 3.37186
H36 2.12273 -2.10198 3.10339

Force components x, y, z for each atom (eV/Å):
Hf 0.12 -0.02 1.54
C 0.05 0.09 -0.39
C -0.02 0.04 0.04
C 0.17 -0.04 -0.01
N -0.34 -0.29 -0.53
C 0.05 0.12 0.23
C -0.13 0.00 -0.05
C -0.02 0.09 0.01
C 0.01 0.01 0.02
C 0.05 -0.06 0.05
C 0.06 -0.04 -0.21
C -0.04 -0.02 0.38
N 0.06 -0.28 -0.54
C -0.14 0.20 -0.14
C -0.03 -0.02 -0.13
C -0.10 0.21 -0.08
N 0.15 -0.02 -0.66
C -0.06 0.05 0.23
C 0.13 -0.05 -0.01
C 0.03 -0.11 0.02
C 0.00 -0.01 0.02
C -0.05 0.10 0.08
C -0.05 -0.02 -0.32
C 0.03 -0.03 0.42
N 0.23 0.16 -0.43
C 0.02 -0.17 0.00
C -0.03 0.01 0.06
H -0.12 0.05 0.25
H -0.07 0.09 -0.01
H -0.01 -0.02 -0.03
H 0.02 -0.02 0.01
H 0.03 0.02 0.02
H -0.04 0.01 0.04
H 0.00 -0.02 -0.04
H 0.01 -0.01 0.01
H 0.00 0.01 0.01
H 0.00 0.01 0.01
H -0.01 -0.01 -0.01
H 0.01 -0.04 0.03
H -0.04 0.01 0.04
H 0.04 -0.02 -0.01
H 0.01 0.01 0.04
H 0.03 -0.03 0.01
H 0.01 0.03 0.04
H 0.00 0.02 -0.05
H 0.00 0.02 -0.01
H -0.01 0.00 0.01
H 0.00 -0.01 0.00
H 0.01 0.00 -0.03
H -0.04 0.01 0.00
H 0.01 0.03 0.04
H 0.01 0.02 -0.01
H 0.03 -0.04 0.00
C 0.00 -0.09 0.03
C -0.03 -0.16 0.08
S -0.30 -0.09 -0.45
O 0.07 0.20 0.29
C 0.15 0.05 0.01
C 0.07 0.04 0.03
H -0.02 0.02 0.00
H 0.02 -0.01 -0.01
H -0.03 -0.02 -0.01
H -0.03 0.06 0.12
H -0.04 -0.01 0.03
H 0.10 -0.04 -0.04
H 0.05 -0.04 0.00
H -0.03 0.01 -0.01
H -0.01 -0.03 0.02
H -0.02 0.04 -0.04

---

Computed, not measured: C26H36MnN5O8P2 as an isolated structure in a non-equilibrium geometry, with ωB97M-V/def2-TZVPD.

Calculated values
**Maximum force**: 2.55 eV/A
**Energy above the lowest of the compared OMol25 structures with the same formula, charge and spin**: 1.763 eV
**E_LUMO (spin up / spin down)**: -6.50 / -6.55 eV
**2S+1**: 5
**⟨S²⟩**: 6.0470
**Total charge**: +2
**HOMO-LUMO gap (spin up / spin down)**: 6.76 / 6.85 eV

Positions of all 78 atoms, in Å:
Mn1 0.86160 -0.64997 0.34593
C1 4.67000 3.16513 -4.30147
C2 3.70860 2.57643 -3.32477
C3 2.43800 3.10743 -3.15777
C4 1.56640 2.59313 -2.18437
C5 0.41700 3.21903 -1.64887
N1 -0.50350 3.94493 -2.25847
C6 -0.97380 3.73723 -3.60867
C7 -2.35370 3.06273 -3.55067
C8 -2.36060 1.59443 -3.08007
N2 -2.06650 1.36573 -1.67467
C9 -2.89720 1.64513 -0.68957
C10 -2.69750 1.39083 0.67763
C11 -3.65300 1.85763 1.60983
C12 -3.50780 1.69153 2.96703
C13 -4.56080 2.16113 3.91363
C14 -2.34390 1.07183 3.45303
C15 -1.36680 0.58093 2.60523
C16 -0.19010 -0.06107 3.13783
N3 0.86730 -0.38127 2.48293
C17 1.91940 -1.09067 3.18473
C18 3.32290 -0.77547 2.66203
C19 3.62720 -1.39257 1.28953
N4 2.97230 -0.62717 0.24913
C20 3.71540 -0.08597 -0.65247
C21 3.28400 0.90703 -1.59937
C22 4.13430 1.51233 -2.51767
C23 1.95210 1.38813 -1.50457
O1 1.03280 0.76943 -0.85907
C24 -1.56640 0.64163 1.18123
O2 -0.79100 0.01963 0.39953
H1 4.27770 4.06783 -4.75847
H2 4.88630 2.43993 -5.08407
H3 5.61300 3.40643 -3.81317
H4 2.15680 3.99423 -3.70417
H5 0.29100 3.08653 -0.57637
H6 -1.14670 4.46683 -1.67457
H7 -0.25930 3.11653 -4.14977
H8 -1.06700 4.69743 -4.12307
H9 -2.76830 3.07193 -4.55877
H10 -3.01860 3.65703 -2.92117
H11 -1.63650 1.02293 -3.66237
H12 -3.35760 1.19453 -3.29377
H13 -1.24140 0.81413 -1.43607
H14 -3.81050 2.16223 -0.96527
H15 -4.52900 2.36493 1.22943
H16 -5.37270 2.64823 3.38043
H17 -4.14510 2.86093 4.63533
H18 -4.96530 1.31693 4.46993
H19 -2.21710 0.97403 4.52143
H20 -0.22840 -0.26367 4.21103
H21 1.72670 -2.16457 3.05843
H22 1.88130 -0.85827 4.25633
H23 4.04620 -1.17537 3.37393
H24 3.46550 0.30673 2.60973
H25 3.25450 -2.42247 1.25433
H26 4.71140 -1.40747 1.12303
H27 4.78750 -0.30637 -0.67087
H28 5.15280 1.16373 -2.60757
N5 -1.27420 -5.15167 -0.45697
C25 -0.87060 -4.53517 0.83093
C26 -1.13880 -5.42677 2.01433
P1 -1.72640 -2.87247 0.86263
O3 -3.26700 -3.35767 1.01423
O4 -1.28500 -2.10257 2.05333
O5 -1.54160 -2.35817 -0.52507
P2 0.91460 -4.11447 0.51833
O6 1.74100 -4.41377 1.86263
O7 1.32500 -4.97947 -0.61147
O8 1.05240 -2.60997 0.33463
H29 -1.91760 -5.94127 -0.36107
H30 -0.36550 -5.42987 -0.91707
H31 -1.70250 -4.37697 -1.00417
H32 -2.20720 -5.62607 2.10113
H33 -0.82080 -4.91637 2.92093
H34 -0.60980 -6.37697 1.94273
H35 -3.56770 -3.29037 1.91743
H36 2.11810 -5.29517 1.83193

Force components x, y, z for each atom (eV/Å):
Mn 2.10 -0.90 1.15
C 0.20 -0.01 -0.16
C -0.24 0.19 -0.01
C 0.33 -0.10 0.14
C 0.35 -1.04 -0.02
C -0.71 0.57 -0.18
N 0.94 -0.58 0.97
C -0.39 0.08 -0.80
C 0.39 -0.26 0.12
C -0.37 0.32 -0.62
N -0.21 -0.18 0.85
C 0.51 -0.19 -0.42
C 0.77 -0.66 0.39
C 0.15 -0.04 0.34
C -0.17 0.13 -0.40
C -0.06 0.01 0.18
C 0.23 -0.03 -0.65
C -0.52 0.25 -0.81
C 0.75 -0.17 0.03
N -0.57 0.26 -0.35
C 0.47 -0.34 0.38
C -0.22 -0.13 -0.19
C 0.27 -0.50 0.58
N -0.17 0.19 -0.66
C -0.03 -0.26 0.41
C -0.75 0.51 -0.32
C -0.58 -0.01 0.30
C 0.47 0.24 -0.42
O -0.29 0.86 -0.48
C -0.70 0.59 1.50
O -1.29 0.47 -1.16
H 0.00 0.06 -0.08
H 0.05 0.04 -0.14
H 0.04 0.06 -0.02
H 0.01 0.15 -0.12
H -0.08 0.25 0.04
H 0.07 -0.16 0.14
H 0.02 0.07 0.06
H 0.12 -0.10 0.04
H -0.06 0.05 0.01
H -0.12 0.07 -0.03
H -0.09 -0.06 0.07
H 0.21 -0.08 -0.01
H -0.11 0.05 0.09
H -0.06 0.02 -0.10
H -0.11 0.06 -0.01
H -0.07 0.03 0.06
H -0.04 0.09 0.08
H -0.11 0.00 0.06
H 0.06 -0.04 0.16
H 0.13 0.04 -0.03
H 0.02 0.12 0.10
H -0.08 -0.05 -0.14
H -0.04 0.02 0.00
H 0.09 0.01 0.09
H 0.13 0.20 0.02
H -0.18 0.03 -0.03
H -0.14 -0.06 0.18
H 0.15 -0.06 -0.02
N -0.16 -0.14 -0.81
C 0.44 1.27 0.38
C -0.01 -0.04 0.16
P -0.34 -0.37 0.13
O 0.20 0.10 -0.47
O -0.27 -0.50 0.23
O -0.44 -0.29 -0.31
P 0.30 0.41 -0.01
O -0.31 0.27 -0.09
O -0.01 -0.27 -0.10
O 0.23 0.21 0.25
H 0.08 0.23 0.01
H -0.34 -0.07 -0.05
H 0.14 -0.40 -0.15
H -0.05 -0.05 -0.01
H 0.03 -0.05 0.04
H 0.05 -0.07 0.04
H -0.21 0.02 0.51
H 0.20 -0.38 0.09